1:
Below is a structure of composition C8H24BBeF4O8, with properties calculated with ωB97M-V/def2-TZVPD.

Output
**2S+1**: 1
**Total charge**: +1
**HOMO**: -13.2255 eV

```
46
Properties=species:S:1:pos:R:3:lowdin_charge:R:1
Be 0.358 -0.280 0.142 0.7549
B -1.374 -3.060 -1.766 -1.2055
F -1.528 -2.125 -2.824 0.0835
F -0.040 -3.587 -1.837 0.0585
F -1.400 -2.392 -0.509 0.0766
F -2.291 -4.071 -1.921 0.1565
C -2.382 1.561 -1.141 -0.1843
C -3.836 1.598 -0.826 -0.2362
O -4.502 0.512 -1.455 -0.0375
O -1.877 0.271 -0.679 -0.1038
H -1.799 2.297 -0.576 0.1126
H -2.009 1.719 -2.154 0.1300
H -4.253 2.541 -1.205 0.1306
H -4.141 1.579 0.224 0.1264
H -5.442 0.674 -1.561 0.1032
H -2.652 -0.306 -0.791 0.0960
C -0.701 -0.088 3.073 -0.2361
C -1.012 1.044 2.168 -0.1004
O -0.099 1.021 1.025 -0.0981
O -0.587 -1.171 2.246 -0.0222
H -1.483 -0.097 3.839 0.1497
H 0.254 0.127 3.569 0.1270
H -0.950 1.963 2.759 0.1495
H -1.976 1.122 1.663 0.1261
H 0.701 1.535 1.197 0.0771
H -0.284 -1.953 2.715 0.1249
C 3.417 0.677 1.362 -0.1699
C 3.044 -0.360 2.373 -0.2095
O 2.106 -1.329 1.905 -0.0556
O 2.240 1.362 0.922 -0.0814
H 3.812 0.121 0.496 0.1348
H 4.283 1.288 1.618 0.1439
H 2.639 0.022 3.315 0.1265
H 3.995 -0.836 2.635 0.1392
H 2.170 -2.133 2.428 0.1154
H 2.564 2.107 0.398 0.1296
C 1.758 0.626 -2.445 -0.1271
C 1.420 -0.801 -2.651 -0.2170
O 1.580 -1.448 -1.415 -0.0291
O 0.836 1.066 -1.382 -0.0600
H 1.704 1.252 -3.331 0.1441
H 2.780 0.642 -2.054 0.1263
H 2.085 -1.283 -3.375 0.1519
H 0.434 -0.996 -3.087 0.1319
H 1.734 -2.401 -1.488 0.1254
H 0.702 1.994 -1.598 0.1217
```

***

2:
Below is a structure of composition C8H24BBeF4O8, with properties calculated with ωB97M-V/def2-TZVPD.

Output
**2S+1**: 1
**Total charge**: +1
**HOMO**: -13.1340 eV

```
46
Properties=species:S:1:pos:R:3:lowdin_charge:R:1
Be -0.230 0.271 0.326 0.9823
B -0.560 2.906 -2.449 -1.2755
F -1.075 1.881 -3.294 0.0775
F -1.616 3.361 -1.642 0.0870
F 0.352 2.387 -1.512 0.0890
F -0.115 3.924 -3.238 0.1682
C 1.131 -1.577 -2.427 -0.1875
C 2.410 -1.472 -3.194 -0.2265
O 2.343 -0.436 -4.177 -0.0435
O 0.917 -0.275 -1.819 -0.1013
H 1.184 -2.266 -1.578 0.1111
H 0.192 -1.890 -2.885 0.1279
H 2.585 -2.425 -3.704 0.1277
H 3.343 -1.294 -2.654 0.1253
H 2.979 -0.558 -4.886 0.1009
H 1.332 0.309 -2.474 0.0893
C 2.686 0.602 1.796 -0.2278
C 2.636 -0.713 1.140 -0.1768
O 1.282 -1.166 0.955 -0.0722
O 1.799 1.487 1.171 -0.0369
H 3.747 0.869 1.782 0.1473
H 2.382 0.441 2.835 0.1260
H 3.229 -1.390 1.761 0.1452
H 3.025 -0.877 0.133 0.1322
H 0.975 -1.675 1.714 0.0927
H 1.768 2.307 1.672 0.1147
C -1.469 -0.709 3.359 -0.1995
C -0.643 0.484 3.766 -0.2083
O -0.410 1.449 2.742 -0.0638
O -0.838 -1.357 2.274 -0.0904
H -2.418 -0.299 2.986 0.1303
H -1.839 -1.333 4.174 0.1434
H 0.344 0.257 4.177 0.1239
H -1.209 0.928 4.590 0.1364
H -0.201 2.306 3.123 0.1143
H -1.330 -2.181 2.167 0.1209
C -3.098 -1.017 -0.588 -0.1488
C -3.086 0.427 -0.990 -0.2209
O -2.395 1.188 -0.036 -0.0376
O -1.688 -1.403 -0.473 -0.0763
H -3.649 -1.682 -1.248 0.1423
H -3.551 -1.035 0.407 0.1233
H -4.100 0.833 -1.039 0.1479
H -2.714 0.629 -1.999 0.1323
H -2.663 2.116 -0.033 0.1227
H -1.743 -2.334 -0.712 0.1115
```

***

1 is the most stable structure shown above.